65
Properties=species:S:1:pos:R:3:forces:R:3 method="wB97M-V/def2-TZVPD" charge=+1 total_energy_ev=-44012.3362
C 2.4675 0.3876 2.9978 0.77 1.60 -0.97
C 2.7091 1.3566 1.9773 -0.11 -1.40 1.23
C 2.8808 1.0646 0.4124 0.13 1.22 0.56
C 3.7645 -0.2687 0.1050 -1.66 0.43 1.83
N 3.5736 -0.5088 -1.3884 0.69 1.27 0.58
C 2.2122 -1.0274 -1.7366 -2.51 -0.59 -0.38
C 1.9750 -2.5935 -1.5215 0.13 -0.97 -0.84
C 3.2728 -3.5317 -1.6116 -0.36 -1.08 0.73
C 3.7039 -4.0514 -0.1302 -0.42 0.01 -0.69
O 2.7307 -5.0952 0.1868 1.74 1.09 0.64
C 2.9574 -5.6382 1.5125 -1.33 -1.22 0.67
C 1.1346 -0.2659 -0.7742 0.49 0.24 0.30
C -0.3166 -0.1375 -1.4318 -1.37 0.04 -0.41
F -0.5271 1.2212 -1.8751 0.52 -2.81 0.73
F -0.4287 -0.9417 -2.6383 0.59 1.58 2.20
C -1.5331 -0.5578 -0.5076 -3.60 -0.84 1.71
C -1.4771 -0.9880 0.9714 -2.38 -0.02 -1.23
C -2.7310 -1.4369 1.8159 -0.24 1.05 -4.05
C -4.1124 -1.4503 1.1248 3.96 1.06 -1.05
C -4.1829 -0.9725 -0.3529 1.92 -0.24 0.77
C -5.6573 -0.9779 -1.0190 1.50 0.39 1.38
F -5.5099 -0.7364 -2.4037 -1.30 -0.71 3.19
F -6.2949 -2.2103 -0.7177 1.12 3.04 -1.35
F -6.4044 0.0588 -0.3697 1.26 -2.50 -2.17
C -2.9588 -0.5293 -1.1853 0.10 -1.09 3.44
N 1.5925 1.1076 -0.3687 0.22 -1.40 -0.27
H 3.1606 0.4320 3.9207 -2.21 0.70 -0.88
H 1.6291 -0.3839 3.0172 1.98 0.20 -0.78
H 2.7783 2.4571 2.3227 1.25 -1.96 -0.64
H 3.5223 1.9380 -0.0029 -0.98 -1.23 0.83
H 3.2796 -1.1070 0.7248 1.00 0.94 -1.29
H 4.8585 -0.1602 0.4006 -1.54 -0.01 -0.62
H 3.6370 0.4496 -1.8064 -0.06 -0.83 0.19
H 4.3678 -1.0347 -1.7871 -0.68 -0.17 0.14
H 2.0415 -0.7768 -2.8515 0.28 -0.28 1.89
H 1.2637 -2.9350 -2.3682 1.09 0.83 1.42
H 1.4260 -2.8720 -0.5476 0.91 0.76 -1.37
H 2.9437 -4.4945 -2.1635 0.70 1.58 0.88
H 4.1493 -3.1137 -2.2118 -1.10 -0.39 0.85
H 3.5976 -3.2435 0.6739 0.22 -0.77 -1.10
H 4.7860 -4.4316 -0.0964 -1.52 0.34 -0.16
H 1.9182 -5.6899 2.0223 1.70 0.20 -0.71
H 3.6470 -5.0180 2.1768 -0.75 -0.83 -1.08
H 3.2905 -6.7433 1.4209 -0.13 1.94 0.19
H 1.0920 -0.8884 0.1827 -0.39 0.40 -1.52
H -0.4857 -0.9965 1.5300 -1.44 0.02 -0.91
H -2.5539 -1.7696 2.9047 -0.49 0.64 -2.06
H -5.0030 -1.8106 1.7417 1.25 0.69 -1.35
H -3.0886 -0.1858 -2.2777 0.23 -0.70 2.07
H 0.8388 1.5270 0.2064 0.76 -0.19 -0.53
C -1.8214 4.2252 -1.4911 0.08 0.14 0.05
C -2.8769 3.5743 -0.6129 0.06 0.11 -0.05
O -2.5412 3.5714 0.7688 0.12 -0.24 0.10
C -2.3519 4.8443 1.3761 -0.13 0.05 -0.04
C -3.5804 5.7353 1.3135 -0.10 0.00 -0.09
H -0.8556 3.7306 -1.3582 -0.07 -0.01 -0.04
H -2.1086 4.1576 -2.5434 0.02 -0.03 0.08
H -1.6840 5.2815 -1.2501 -0.08 -0.02 -0.08
H -2.9826 2.5280 -0.9085 0.02 -0.02 0.23
H -3.8563 4.0389 -0.7645 0.03 0.07 -0.03
H -1.4795 5.3433 0.9423 -0.02 0.08 -0.07
H -2.1091 4.6530 2.4237 0.00 -0.20 -0.10
H -3.8597 5.9739 0.2853 0.06 0.07 0.05
H -3.3928 6.6766 1.8358 -0.01 -0.09 -0.02
H -4.4366 5.2402 1.7796 0.10 0.04 0.00